No. 1
{"formula": "C7H10O", "method": "wB97M-V/def2-TZVPD", "total_charge": 0, "homo_lumo_gap_ev": 8.498, "e_above_lowest_kj_mol": 221.17, "spin_multiplicity": 1, "species": ["O", "C", "C", "C", "C", "C", "C", "C", "H", "H", "H", "H", "H", "H", "H", "H", "H", "H"], "positions_angstrom": [[-1.674416, -1.305479, -0.156072], [-2.572261, 0.909694, -0.030232], [-1.241629, 0.960050, -0.196859], [0.638614, -0.677785, -0.457856], [2.974275, -0.089904, 0.532644], [-2.841909, -0.514825, 0.293670], [-0.701010, -0.327050, -0.231256], [1.869657, 0.195484, -0.472664], [1.411369, 1.159387, -0.469868], [-3.632869, -1.053641, -0.266597], [0.624349, -1.737490, -0.638705], [3.884530, 0.558936, 0.344416], [3.460209, -1.087999, 0.478206], [2.204772, -0.035245, -1.512861], [-3.300982, 1.766186, 0.192941], [-0.659534, 1.909749, -0.274609], [-3.057070, -0.705208, 1.351335], [2.613910, 0.075137, 1.514368]], "forces_ev_per_angstrom": [[-0.251, 2.341, 0.853], [-0.193, 0.942, 1.219], [-1.039, 3.424, 0.134], [-3.555, -0.130, 1.415], [1.760, 0.310, -1.052], [-1.482, -2.613, -1.329], [5.001, -2.208, -1.010], [-0.945, -1.995, -2.072], [0.664, 1.207, 0.246], [-0.161, 0.838, 0.293], [0.972, -0.556, 0.084], [-1.224, -0.214, 0.263], [-0.968, 0.244, -0.119], [0.456, 0.763, 0.582], [1.268, -1.501, -0.653], [-0.470, -1.125, -0.066], [0.333, 0.150, 0.083], [-0.166, 0.121, 1.129]]}

No. 2
{"formula": "C7H10O", "method": "wB97M-V/def2-TZVPD", "total_charge": 0, "homo_lumo_gap_ev": 9.837, "e_above_lowest_kj_mol": 585.60, "spin_multiplicity": 1, "species": ["O", "C", "C", "C", "C", "C", "C", "C", "H", "H", "H", "H", "H", "H", "H", "H", "H", "H"], "positions_angstrom": [[-2.831721, 0.081817, -0.394545], [-0.599479, 0.338727, 0.518620], [1.900386, -0.461690, -0.109786], [-1.792675, -0.388459, 0.459166], [1.620703, 0.846405, -0.018929], [0.247004, 1.586187, -0.005389], [0.743769, -1.520953, -0.038388], [-0.574163, -0.848003, -0.266958], [0.738772, -1.846568, 0.916173], [-2.321326, -0.891468, 1.346060], [2.888055, -0.969986, -0.252753], [1.073401, -2.436215, -0.664632], [0.159148, 2.519127, 0.356386], [-2.280378, 1.098438, -0.857924], [2.453624, 1.496488, -0.101696], [-0.416602, 0.391267, 1.586415], [0.100844, 1.817493, -1.138395], [-1.109361, -0.812605, -1.333428]], "forces_ev_per_angstrom": [[2.736, 4.520, -2.121], [1.517, 5.953, 1.352], [-1.790, -1.016, -0.137], [-5.231, -1.372, 0.837], [0.452, 0.464, -0.344], [-0.332, -5.336, -4.175], [1.510, -0.642, -3.348], [-0.087, -2.129, -3.235], [0.132, -1.411, 3.409], [1.266, 0.899, -1.031], [-0.705, 1.269, 0.299], [-0.959, 1.417, 0.634], [0.099, 2.908, 2.433], [-2.915, -4.765, 1.973], [0.838, 0.701, 0.037], [1.335, -1.191, 0.171], [-0.217, -0.697, 1.492], [2.352, 0.429, 1.755]]}

No. 3
{"formula": "C7H10O", "method": "wB97M-V/def2-TZVPD", "total_charge": 0, "homo_lumo_gap_ev": 10.287, "e_above_lowest_kj_mol": 459.90, "spin_multiplicity": 1, "species": ["O", "C", "C", "C", "C", "C", "C", "C", "H", "H", "H", "H", "H", "H", "H", "H", "H", "H"], "positions_angstrom": [[-1.210023, -0.451893, 1.185611], [1.765040, 0.392584, -0.081053], [0.386612, 1.019693, 0.400319], [0.961186, -0.982349, 0.101741], [0.217426, -0.274044, 1.355729], [-1.426283, -0.350625, -0.182115], [-0.177747, -1.033725, -0.828914], [-1.092608, 1.059278, -0.298765], [0.410866, -0.539174, 2.280321], [-1.276660, 1.275387, -1.428462], [1.394321, -1.966245, 0.463548], [0.340253, 2.107287, 0.707702], [0.164297, -0.643702, -1.970242], [-1.899192, 1.654383, 0.218448], [2.546691, 0.594208, 0.580497], [-0.329874, -2.131720, -0.848767], [1.778054, 0.904645, -1.196793], [-2.552355, -0.633989, -0.458802]], "forces_ev_per_angstrom": [[0.070, -3.279, 2.480], [-4.890, 0.864, -4.785], [-0.224, 3.002, 2.597], [1.460, 1.219, 3.446], [-3.660, 2.205, -7.707], [-0.834, -0.550, -0.428], [-0.598, -2.488, -3.931], [-0.166, 1.180, -3.269], [1.609, -0.397, 4.613], [1.284, 0.413, 1.646], [0.043, 1.158, -1.202], [1.106, -1.190, 0.624], [-1.328, -1.039, 3.118], [1.504, -0.183, -0.005], [1.190, 0.431, 0.809], [-0.551, 0.476, -0.856], [1.273, -2.018, 2.368], [2.713, 0.195, 0.482]]}

No. 4
{"formula": "C7H10O", "method": "wB97M-V/def2-TZVPD", "total_charge": 0, "homo_lumo_gap_ev": [8.044, 7.428], "e_above_lowest_kj_mol": 591.36, "spin_multiplicity": 1, "species": ["O", "C", "C", "C", "C", "C", "C", "C", "H", "H", "H", "H", "H", "H", "H", "H", "H", "H"], "positions_angstrom": [[-0.356819, 0.691609, -1.286492], [-2.168015, -1.049808, -0.712983], [2.098829, 0.697234, -0.742943], [1.438942, -1.096060, 0.838843], [-0.666589, 1.159484, 0.010917], [0.520079, 1.234503, 0.993752], [1.535615, 0.220135, 0.451771], [-0.993085, -0.183970, -0.498643], [0.071565, 0.893234, 2.010359], [-1.319746, 2.080510, 0.065210], [0.914889, -1.509644, 1.756667], [-3.074046, -0.427640, -0.279313], [1.769651, -2.034704, 0.329135], [1.930077, 1.715702, -1.075681], [2.782805, 0.166353, -1.326152], [0.879530, 2.269998, 1.027703], [-2.231190, -1.931242, -0.239175], [-2.254007, -1.350353, -1.876520]], "forces_ev_per_angstrom": [[-0.092, -0.077, -2.155], [-1.831, 3.847, -3.761], [-0.283, 0.334, 1.660], [-0.950, -2.461, 0.908], [-0.391, 0.151, 1.592], [-0.871, -1.181, 1.093], [-0.248, 1.319, -1.051], [0.056, 0.378, 1.701], [0.952, 0.807, -1.496], [0.276, -1.372, -0.341], [0.439, 1.487, -0.880], [1.226, -1.187, -1.391], [0.406, 1.496, -0.233], [-0.012, -0.068, 0.290], [0.806, -1.102, -0.777], [0.166, -0.364, 0.237], [0.499, -3.097, 2.080], [-0.148, 1.090, 2.524]]}

No. 5
{"formula": "C7H10O", "method": "wB97M-V/def2-TZVPD", "total_charge": 1, "homo_lumo_gap_ev": [10.038, 6.101], "e_above_lowest_kj_mol": 176.59, "spin_multiplicity": 2, "s_squared": 0.77, "species": ["O", "C", "C", "C", "C", "C", "C", "C", "H", "H", "H", "H", "H", "H", "H", "H", "H", "H"], "positions_angstrom": [[-0.123582, -3.223153, -0.197284], [-1.542126, 0.548174, 1.558646], [1.561251, 0.679917, -1.292277], [-0.425160, 0.596894, 0.563019], [0.826066, 0.826558, 0.970538], [0.221558, 0.529525, -1.704872], [-0.818684, 0.667903, -0.765973], [1.922938, 0.758714, 0.004521], [2.840324, 0.726926, 0.300064], [-1.801415, 1.378929, 2.037798], [-0.129096, 0.320159, -2.740465], [-1.042855, -2.961328, -0.503575], [2.207499, 0.532738, -2.088819], [-1.071382, -0.117163, 2.375529], [0.402363, -2.748537, -0.778283], [1.062472, 0.999389, 2.098954], [-2.202076, -0.251103, 1.186133], [-1.888096, 0.735458, -1.023652]], "forces_ev_per_angstrom": [[-3.458, -0.395, 1.069], [3.073, -7.012, -0.067], [-0.455, -0.767, -0.267], [-5.083, 1.513, -0.669], [4.575, 0.008, 1.921], [-1.778, 0.668, -0.545], [0.545, -0.550, 0.668], [-6.219, 0.362, -1.167], [5.583, 0.053, 1.740], [-1.745, 3.556, 1.360], [0.989, 0.167, 0.635], [1.477, -0.801, 0.705], [1.841, 0.033, -0.991], [-0.609, 1.088, -0.539], [1.971, 1.217, -1.796], [-0.493, -0.258, -2.216], [-0.944, 1.320, 0.131], [0.730, -0.203, 0.028]]}

No. 6
{"formula": "C7H10O2", "method": "wB97M-V/def2-TZVPD", "total_charge": 0, "homo_lumo_gap_ev": 9.559, "e_above_lowest_kj_mol": 134.77, "spin_multiplicity": 1, "species": ["O", "O", "C", "C", "C", "C", "C", "C", "C", "H", "H", "H", "H", "H", "H", "H", "H", "H", "H"], "positions_angstrom": [[2.155749, -1.260706, -1.067959], [-1.531381, 0.636044, 0.837341], [-0.138671, -0.118976, -1.168909], [-1.204721, -1.150546, -1.523199], [0.912749, -1.105396, 1.909901], [1.162989, -0.740306, -0.615559], [0.374709, 2.016134, 0.248041], [0.673719, -0.504446, 0.744471], [-0.231061, 0.613494, 0.219451], [0.696339, 2.286154, 1.259921], [-0.357461, 2.761884, -0.080619], [1.245909, 2.101164, -0.411699], [0.385329, -0.811816, 2.809401], [1.609499, -1.937046, 1.956811], [-1.369971, 0.916684, 1.754831], [-0.801311, -1.895716, -2.217079], [0.046619, 0.551444, -2.017689], [-2.064531, -0.672026, -2.000209], [-1.564511, -1.686016, -0.637239]], "forces_ev_per_angstrom": [[-0.695, 0.570, 0.008], [0.616, 0.099, -0.087], [0.609, 0.946, -0.797], [-0.116, -0.174, 0.213], [-0.290, 0.266, -0.649], [0.060, -1.550, -0.568], [0.234, -0.008, -0.180], [1.086, 0.810, 1.462], [-1.116, -0.659, 0.683], [-0.052, -0.106, -0.086], [0.001, -0.286, -0.019], [-0.057, -0.103, 0.154], [0.019, -0.081, 0.059], [-0.086, 0.108, 0.041], [-0.272, -0.121, -0.415], [0.005, 0.198, 0.051], [-0.166, -0.029, 0.095], [0.122, -0.028, 0.137], [0.095, 0.147, -0.100]]}

No. 7
{"formula": "C7H10O2", "method": "wB97M-V/def2-TZVPD", "total_charge": 0, "homo_lumo_gap_ev": 9.411, "e_above_lowest_kj_mol": 239.38, "spin_multiplicity": 1, "species": ["O", "O", "C", "C", "C", "C", "C", "C", "C", "H", "H", "H", "H", "H", "H", "H", "H", "H", "H"], "positions_angstrom": [[1.606419, 1.373746, -0.487708], [-1.186107, -2.167627, 0.012337], [-0.536485, -1.217155, 0.453707], [-1.384103, 1.734433, 0.389875], [0.961462, -0.958037, -0.043184], [0.843698, 0.450903, -0.445101], [2.030738, -1.245463, 0.996844], [-0.816302, 0.742113, -0.575862], [-1.251080, 0.618463, -1.841060], [2.993303, -1.461883, 0.523861], [-0.822161, -0.105344, -2.527359], [-1.777315, 2.619871, -0.117713], [-0.624944, 2.073207, 1.100780], [1.046290, -1.577756, -0.937436], [-2.196843, 1.274361, 0.959904], [-0.705950, -0.831469, 1.476340], [-2.100156, 1.187617, -2.209723], [1.743364, -2.112516, 1.598886], [2.176170, -0.397463, 1.672611]], "forces_ev_per_angstrom": [[-0.207, -0.852, -0.019], [0.763, 2.036, 0.700], [1.490, -3.742, -0.013], [-0.106, 0.126, 0.336], [-1.010, -0.534, 0.103], [-2.824, 1.441, 0.474], [0.174, -0.217, 0.138], [2.611, 1.701, -1.985], [-0.261, -0.299, 0.633], [-0.161, 0.059, 0.095], [0.182, 0.226, -0.023], [-0.018, -0.138, 0.031], [-0.099, -0.032, -0.068], [0.122, -0.110, -0.031], [0.040, 0.095, 0.007], [-0.536, 0.527, -0.268], [-0.170, -0.236, 0.107], [0.084, 0.025, -0.096], [-0.073, -0.075, -0.120]]}

No. 8
{"formula": "C7H10O2", "method": "wB97M-V/def2-TZVPD", "total_charge": 0, "homo_lumo_gap_ev": 9.162, "e_above_lowest_kj_mol": 455.89, "spin_multiplicity": 1, "species": ["O", "O", "C", "C", "C", "C", "C", "C", "C", "H", "H", "H", "H", "H", "H", "H", "H", "H", "H"], "positions_angstrom": [[-1.570495, 1.281865, -1.127489], [-0.733710, 0.536191, 1.994434], [0.893880, 1.684669, -0.843707], [0.043552, -0.325484, 1.263499], [2.462767, -0.606272, 0.716496], [1.438485, 0.160331, 1.139907], [-1.977345, 0.186161, -1.930735], [-0.287497, 1.398056, -0.935772], [-0.397610, -1.535777, 0.887390], [3.460671, -0.200807, 0.664637], [-1.679146, -0.763169, -1.475237], [0.241715, -2.234467, 0.383638], [-1.441819, -1.796169, 0.957421], [2.321949, -1.575185, 0.272376], [-1.537382, 0.247596, -2.932057], [1.621200, 0.980765, 1.825999], [-3.064754, 0.224227, -1.988998], [1.829743, 2.156491, -0.947740], [-1.624205, 0.180977, 2.075937]], "forces_ev_per_angstrom": [[0.113, 0.026, 0.657], [0.313, 0.237, -0.408], [-2.687, -0.081, -0.648], [-0.090, -0.987, 0.542], [-0.812, 1.058, -0.090], [0.711, -1.824, 1.539], [-0.148, -0.790, -0.393], [1.871, 1.213, -0.666], [-0.010, 0.789, -0.363], [0.172, -0.038, 0.338], [0.026, 0.156, 0.015], [0.178, -0.078, -0.136], [-0.151, -0.105, 0.275], [-0.137, -0.157, -0.221], [-0.077, 0.119, 0.136], [0.126, 0.559, -0.715], [0.127, 0.109, -0.026], [0.475, -0.127, 0.189], [-0.001, -0.078, -0.026]]}

| no. | molecular weight (g/mol) |
| --- | --- |
| 1 | 110.16 |
| 2 | 110.16 |
| 3 | 110.16 |
| 4 | 110.16 |
| 5 | 110.16 |
| 6 | 126.15 |
| 7 | 126.15 |
| 8 | 126.15 |